No. 1
Formula: C33H48Cl2OP4Pt
Source: the OMol25 dataset
Level of theory: ωB97M-V with the def2-TZVPD basis set

Each line ends with the Löwdin charge.
Geometry (Å):
P 1.511 1.133 -2.874  1.133
C 3.075 1.466 -2.248  -0.336
C 3.868 0.834 -3.244  -0.113
H 3.432 0.003 -3.808  0.110
C 5.141 1.316 -3.492  -0.040
H 5.726 0.843 -4.271  0.120
C 5.653 2.372 -2.728  -0.024
H 6.659 2.730 -2.940  0.125
C 4.899 2.942 -1.697  -0.039
H 5.326 3.750 -1.096  0.126
C 3.605 2.493 -1.430  -0.032
H 3.011 2.932 -0.626  0.117
C 0.979 -0.524 -2.780  -0.366
C 1.732 -1.637 -2.325  -0.082
H 2.567 -1.502 -1.635  0.101
C 1.430 -2.903 -2.817  -0.049
H 1.975 -3.771 -2.437  0.124
C 0.451 -3.064 -3.804  -0.039
H 0.228 -4.050 -4.205  0.121
C -0.276 -1.961 -4.268  -0.052
H -1.044 -2.071 -5.027  0.121
C -0.059 -0.705 -3.734  -0.093
H -0.601 0.175 -4.089  0.116
C 0.299 2.380 -2.794  -0.310
C 0.671 2.977 -4.027  -0.120
H 1.594 2.627 -4.511  0.109
C -0.142 3.948 -4.577  -0.033
H 0.153 4.390 -5.519  0.122
C -1.299 4.358 -3.900  -0.025
H -1.900 5.149 -4.336  0.122
C -1.657 3.775 -2.682  -0.039
H -2.555 4.109 -2.154  0.124
C -0.879 2.762 -2.115  -0.057
H -1.174 2.313 -1.168  0.067
Pt 0.018 -0.006 2.874  0.849
C -1.642 -1.209 2.174  -0.187
C -1.904 -1.502 0.893  -0.351
H -2.331 -1.588 2.980  0.063
C -1.071 -0.848 -0.244  -0.401
O -2.002 -0.079 -1.026  -0.051
H -1.551 0.346 -1.776  0.059
C 0.102 -0.012 0.088  0.037
H -0.631 -1.685 -0.803  0.112
C 0.464 0.591 1.237  -0.536
Cl 2.059 1.253 3.473  -0.001
P -1.276 2.030 2.872  0.749
P 1.686 -1.727 2.635  0.693
C -0.767 3.032 4.297  -0.257
H 0.322 3.142 4.262  0.007
H -1.044 2.513 5.220  0.034
H -1.264 4.009 4.238  0.058
C -1.300 3.188 1.470  -0.230
H -2.026 2.858 0.715  0.042
H -0.307 3.252 1.010  0.044
H -1.589 4.187 1.826  0.064
C -3.018 1.612 3.144  -0.234
H -3.103 0.920 3.988  0.041
H -3.413 1.135 2.240  0.040
H -3.576 2.532 3.358  0.066
C 2.536 -1.909 4.220  -0.271
H 1.818 -2.211 4.987  0.040
H 2.971 -0.937 4.486  0.004
H 3.316 -2.668 4.092  0.058
C 0.902 -3.327 2.315  -0.241
H 0.511 -3.354 1.291  0.033
H 0.072 -3.470 3.016  0.046
H 1.646 -4.122 2.453  0.061
C 3.008 -1.554 1.400  -0.229
H 3.382 -0.524 1.394  0.041
H 2.634 -1.818 0.403  0.015
H 3.826 -2.237 1.676  0.064
P -3.303 -2.587 0.328  0.909
C -3.941 -3.595 1.682  -0.170
C -2.676 -3.659 -0.987  -0.168
H -4.297 -2.952 2.498  0.067
H -3.151 -4.257 2.066  0.072
H -4.782 -4.225 1.351  0.077
H -2.320 -3.041 -1.822  0.052
H -3.453 -4.344 -1.358  0.076
H -1.840 -4.252 -0.592  0.069
C -4.613 -1.560 -0.367  -0.169
H -4.958 -0.855 0.400  0.070
H -5.465 -2.159 -0.715  0.074
H -4.182 -0.996 -1.203  0.052
H 1.267 1.304 0.942  0.044
Cl 0.387 0.205 5.995  0.523
C -0.565 -0.568 4.749  -0.872
H -0.367 -1.638 4.715  -0.018
H -1.597 -0.227 4.796  -0.026

Molecular weight in g mol⁻¹: 850.63
Largest force on an atom in eV/A: 7.0
⟨S²⟩: 6.04
Net charge: +2
Spin multiplicity: 5
Energy in Ha: -3765.7905
Highest occupied orbital energy (spin up / spin down) in eV: -9.66 / -12.50

No. 2
Formula: C26H25F3LiN5O8S2
Source: the OMol25 dataset
Level of theory: ωB97M-V with the def2-TZVPD basis set

Each line ends with the natural charge from an NBO analysis.
Geometry (Å):
Li 0.422 0.426 0.309  0.884
N -3.167 -0.020 -0.053  -0.598
C -2.462 -0.718 0.943  0.431
C -3.141 -0.967 2.142  -0.290
C -2.483 -1.656 3.135  -0.165
C -1.177 -2.079 2.920  -0.294
C -0.590 -1.775 1.707  0.081
N -1.226 -1.121 0.726  -0.486
C -2.630 0.739 -1.095  0.443
C -3.394 1.839 -1.528  -0.258
C -2.934 2.600 -2.572  -0.171
C -1.721 2.267 -3.172  -0.296
C -1.054 1.169 -2.677  0.071
N -1.502 0.391 -1.689  -0.471
H -3.924 0.490 0.376  0.387
H -4.148 -0.596 2.286  0.193
H -2.979 -1.846 4.080  0.192
H -0.612 -2.599 3.681  0.205
H 0.434 -2.062 1.490  0.244
H -4.303 2.102 -1.001  0.199
H -3.495 3.464 -2.908  0.195
H -1.293 2.861 -3.968  0.202
H -0.094 0.882 -3.093  0.184
F 3.673 4.504 -4.274  -0.332
C 4.336 3.373 -3.951  0.974
F 5.584 3.765 -3.598  -0.338
F 4.470 2.667 -5.089  -0.331
C 3.660 2.604 -2.858  -0.144
C 3.365 1.261 -3.000  -0.251
C 2.771 0.609 -1.923  0.044
N 2.476 1.219 -0.783  -0.396
C 2.742 2.518 -0.664  0.088
C 3.348 3.252 -1.670  -0.243
H 3.587 0.726 -3.914  0.223
H 2.519 -0.446 -1.955  0.241
H 2.426 2.984 0.261  0.239
H 3.546 4.308 -1.543  0.216
O -0.329 3.713 1.907  -1.066
S -0.597 2.444 1.224  2.562
O 0.028 2.418 -0.145  -1.146
O 0.037 1.284 1.947  -1.146
O -2.052 2.188 1.095  -1.111
C -4.487 -2.890 -2.628  -0.638
C -3.125 -3.302 -3.117  0.015
C -2.736 -4.641 -3.137  -0.222
C -1.458 -5.003 -3.526  -0.203
C -0.561 -4.012 -3.904  -0.301
C -0.933 -2.678 -3.913  -0.176
C -2.217 -2.333 -3.527  -0.197
S 1.108 -4.450 -4.274  2.310
O 1.818 -3.231 -4.558  -0.953
O 1.157 -5.505 -5.257  -0.969
N 1.528 -5.141 -2.852  -0.877
C 1.491 -4.306 -1.627  -0.231
C 2.737 -3.504 -1.306  -0.531
C 2.367 -2.640 -0.074  0.773
O 2.688 -3.089 1.044  -0.765
O 1.680 -1.629 -0.353  -0.796
H -5.026 -3.736 -2.202  0.202
H -5.086 -2.480 -3.444  0.211
H -4.395 -2.116 -1.865  0.247
H -3.432 -5.403 -2.807  0.199
H -1.134 -6.035 -3.511  0.227
H -0.204 -1.923 -4.174  0.249
H -2.501 -1.289 -3.489  0.233
H 2.402 -5.644 -2.975  0.394
H 1.275 -4.987 -0.802  0.203
H 0.642 -3.626 -1.712  0.230
H 3.008 -2.872 -2.154  0.211
H 3.567 -4.170 -1.054  0.189

Molecular weight in g mol⁻¹: 663.58
Largest force on an atom in eV/A: 0.6
Net charge: -2
Energy relative to the best compared isomer or geometry (same formula, charge and spin) in kcal/mol: 11.3
Spin multiplicity: 1
Energy in Ha: -2985.2153
Highest occupied orbital energy in eV: -2.18

No. 3
Formula: C38H62BrN13O3PrS
Source: the OMol25 dataset
Level of theory: ωB97M-V with the def2-TZVPD basis set

Each line ends with the Löwdin charge.
Geometry (Å):
Pr -0.046 -0.181 -0.677  1.059
C -2.973 -4.060 2.735  -0.027
N -2.197 -4.685 1.626  -0.193
C -2.772 -5.925 1.188  -0.089
C -1.241 -3.956 0.895  -0.372
N -1.401 -2.765 0.372  0.078
C -2.812 -2.428 0.096  -0.192
C -3.269 -1.168 0.844  -0.138
N -2.644 0.116 0.211  -0.188
C -3.459 0.343 -1.045  -0.184
C -3.112 1.598 -1.770  -0.197
N -1.671 1.550 -2.132  0.017
C -1.120 2.610 -2.691  -0.420
N -1.578 3.870 -2.405  -0.143
C -1.598 4.940 -3.357  -0.063
C -1.674 4.137 -0.977  -0.072
N -0.342 2.471 -3.779  -0.138
C -0.232 1.187 -4.389  -0.045
C 0.842 3.291 -3.901  -0.027
C -2.817 1.193 1.191  -0.182
C -1.737 1.249 2.285  -0.174
N -0.422 1.564 1.664  0.082
C 0.328 2.414 2.342  -0.370
N -0.239 3.305 3.262  -0.165
C -1.387 4.129 2.931  -0.068
C 0.374 3.253 4.613  -0.035
N 1.710 2.441 2.221  -0.116
C 2.472 1.216 2.565  -0.027
C 2.514 3.691 2.538  -0.008
N -0.088 -4.616 0.595  -0.107
C 0.315 -5.795 1.339  -0.059
C 0.874 -4.256 -0.430  -0.031
H -3.145 -4.907 3.400  0.088
H -3.915 -3.711 2.408  0.060
H -2.372 -3.244 3.193  0.099
H -3.794 -5.773 0.839  0.082
H -2.847 -6.665 2.014  0.096
H -2.271 -6.442 0.321  0.112
H -3.613 -3.190 0.359  0.126
H -2.793 -2.214 -0.998  0.097
H -2.890 -1.229 1.834  0.077
H -4.344 -0.939 0.996  0.128
H -4.522 0.272 -0.815  0.128
H -3.191 -0.427 -1.788  0.104
H -3.453 2.546 -1.203  0.113
H -3.692 1.600 -2.688  0.125
H -1.341 4.627 -4.387  0.100
H -0.872 5.707 -3.104  0.083
H -2.612 5.374 -3.494  0.102
H -1.219 3.273 -0.423  0.078
H -2.687 4.407 -0.614  0.089
H -1.031 5.085 -0.837  0.113
H -1.064 0.509 -4.120  0.094
H 0.725 0.663 -4.117  0.075
H -0.099 1.368 -5.437  0.088
H 0.791 4.139 -3.300  0.063
H 0.949 3.419 -4.968  0.104
H 1.679 2.740 -3.454  0.092
H -3.864 1.209 1.503  0.131
H -2.719 2.150 0.669  0.090
H -1.575 0.251 2.741  0.101
H -1.975 1.886 3.133  0.093
H -1.328 4.391 1.853  0.076
H -1.359 5.241 3.333  0.133
H -2.394 3.721 3.053  0.071
H 1.198 2.488 4.632  0.089
H -0.280 2.914 5.420  0.086
H 0.803 4.186 4.956  0.080
H 1.844 0.363 2.398  0.045
H 2.628 1.235 3.690  0.108
H 3.335 1.094 1.956  0.079
H 3.359 3.653 1.843  0.084
H 2.897 3.609 3.551  0.076
H 1.897 4.554 2.525  0.080
H 0.259 -6.781 0.798  0.109
H -0.355 -5.941 2.176  0.080
H 1.301 -5.737 1.739  0.069
H 0.671 -3.348 -0.947  0.026
H 1.020 -5.071 -1.149  0.108
H 1.803 -4.154 0.089  0.065
O -1.115 -1.389 -2.479  -0.337
N -0.701 -2.028 -3.589  -0.170
C -1.628 -2.463 -4.478  0.003
C -1.253 -3.125 -5.621  -0.031
C 0.117 -3.241 -5.885  -0.055
C 1.020 -2.821 -4.952  -0.068
C 0.626 -2.120 -3.792  -0.672
S 1.687 -1.422 -2.697  0.783
H -2.587 -2.210 -4.214  0.112
H -1.952 -3.444 -6.317  0.090
H 0.430 -3.632 -6.803  0.097
H 2.125 -2.804 -5.107  0.124
Br 3.646 6.605 -0.723  0.793
C 4.093 4.806 -0.874  -0.698
C 5.351 4.311 -0.699  -0.133
N 5.590 2.973 -0.720  0.104
C 4.619 2.138 -0.817  -0.119
C 3.338 2.523 -0.909  -0.121
C 3.060 3.907 -0.916  -0.062
C 2.232 1.569 -0.888  -0.593
O 2.421 0.346 -0.535  -0.185
O 1.110 1.939 -1.299  -0.098
H 6.190 4.913 -0.539  0.096
H 4.775 1.047 -0.755  0.143
H 2.059 4.192 -0.947  0.090
C 3.227 -3.976 4.231  -0.023
C 2.540 -3.167 3.148  -0.267
C 1.251 -2.740 3.286  -0.012
C 0.707 -1.883 2.316  -0.138
N 1.337 -1.534 1.204  -0.024
C 2.533 -2.023 0.987  -0.140
C 3.205 -2.747 1.993  0.015
H 2.435 -4.670 4.492  0.079
H 3.666 -3.483 5.081  0.081
H 4.093 -4.518 3.792  0.093
H 0.641 -3.039 4.148  0.128
H -0.265 -1.439 2.494  0.093
H 3.086 -1.830 0.087  0.110
H 4.153 -3.154 1.757  0.107

Molecular weight in g mol⁻¹: 1001.88
Largest force on an atom in eV/A: 3.2
⟨S²⟩: 2.00
Net charge: +1
Spin multiplicity: 3
Energy in Ha: -5911.7754
Highest occupied orbital energy (spin up / spin down) in eV: -9.80 / -9.82